Entry 1:
C35H27AsI2N8O13S2Sr | ωB97M-V with the def2-TZVPD basis set

Last column: Löwdin charge in e.
CARTESIAN COORDINATES (ANGSTROEM)
Sr1 0.66815 -0.74493 -0.21101  1.332
O1 1.77596 -0.48052 4.24691  -0.027
C1 1.03588 -0.53199 3.25498  -0.639
O2 1.39586 -0.76941 2.06437  -0.187
C2 -0.45432 -0.20867 3.49734  -0.040
C3 -0.83261 -0.05142 4.80787  0.039
C4 -2.10557 0.40782 5.16551  -0.177
C5 -3.03513 0.74157 4.19012  0.049
C6 -2.68141 0.54091 2.88249  -0.085
C7 -1.40471 0.04427 2.42658  -0.350
O3 -1.17879 -0.11101 1.20879  -0.263
N1 -3.69566 0.90825 1.88954  -0.342
O4 -3.98028 0.10968 1.02852  0.033
O5 -4.23200 2.01118 2.00438  0.024
N2 -2.45071 0.60208 6.54621  -0.377
O6 -3.58714 0.98651 6.82042  0.008
O7 -1.60087 0.39178 7.40260  0.029
H1 -0.08598 -0.25738 5.56141  0.122
H2 -4.00551 1.13710 4.44847  0.125
O8 0.57877 -3.07166 -3.28502  -0.278
As1 1.61472 -3.39304 -1.91280  0.821
O9 2.05184 -4.96256 -2.02757  -0.487
O10 0.78253 -2.97344 -0.51212  -0.697
C8 3.18798 -2.17227 -2.04576  -0.219
C9 4.34950 -2.79887 -1.60744  -0.094
C10 5.58213 -2.16763 -1.72924  -0.085
C11 5.66653 -0.92077 -2.32030  -0.089
C12 4.51737 -0.28093 -2.76614  -0.083
C13 3.28167 -0.88570 -2.60106  -0.260
S1 1.88218 -0.02413 -3.38497  0.457
O11 1.66196 -0.79342 -4.60117  -0.321
O12 2.27008 1.35219 -3.58548  -0.314
O13 0.76754 -0.19624 -2.43082  -0.575
H3 0.85043 -2.31790 -3.84158  -0.007
H4 4.27459 -3.80052 -1.20066  0.100
H5 6.47931 -2.66483 -1.38014  0.097
H6 6.62999 -0.43798 -2.43648  0.101
H7 4.56440 0.69991 -3.22099  0.110
C14 -3.74822 4.23453 -2.20288  -0.057
N3 -3.07535 4.49593 -0.95274  -0.136
C15 -3.34214 5.54122 -0.08757  -0.061
C16 -2.55836 5.37050 0.99522  -0.055
N4 -1.80355 4.22893 0.78214  0.001
C17 -2.14130 3.65443 -0.42106  -0.729
S2 -1.65279 2.21083 -1.06905  0.711
C18 -0.87088 3.71177 1.72869  -0.270
C19 -1.21674 3.69622 3.07390  -0.003
C20 -0.27226 3.22407 3.96973  -0.050
C21 0.94905 2.77736 3.48734  -0.035
C22 1.17871 2.83837 2.12240  -0.097
N5 0.29433 3.31676 1.24926  0.150
H8 -4.39561 5.08240 -2.42060  0.081
H9 -4.33531 3.31855 -2.13116  0.089
H10 -3.01500 4.10043 -2.99732  0.080
H11 -4.05758 6.30788 -0.32299  0.108
H12 -2.43298 5.97305 1.87537  0.115
H13 -2.20708 3.98292 3.39271  0.114
H14 -0.50527 3.16479 5.02510  0.113
H15 1.69955 2.35051 4.13796  0.113
H16 2.11118 2.47104 1.70725  0.096
I1 -2.47442 -1.62180 -1.63269  0.867
C23 -2.26706 -3.54486 -0.77197  -1.132
I2 -2.39395 -3.54914 1.35375  0.757
H17 -1.27123 -3.89638 -1.01286  -0.072
H18 -3.06228 -4.17264 -1.15013  -0.051
N6 5.23864 5.30702 -0.97193  0.168
C24 6.45614 5.91448 -1.18238  -0.195
C25 6.83022 7.23823 -1.38013  -0.032
C26 8.17907 7.48333 -1.55734  -0.115
C27 9.12222 6.44458 -1.53780  -0.112
C28 8.74092 5.13235 -1.33541  -0.024
C29 7.38575 4.86453 -1.14939  -0.230
N7 6.74424 3.65919 -0.92333  0.181
C30 5.47744 3.96464 -0.82551  -0.264
C31 4.38603 3.00995 -0.58309  -0.135
C32 4.67499 1.76107 -0.04281  0.002
C33 3.62882 0.88129 0.16216  -0.118
N8 2.35965 1.18116 -0.12177  -0.024
C34 2.08553 2.37363 -0.64224  -0.168
C35 3.06953 3.31932 -0.88106  0.008
H19 4.33884 5.74720 -0.90860  0.151
H20 6.10532 8.04195 -1.39465  0.104
H21 8.51609 8.50023 -1.71485  0.092
H22 10.16845 6.68125 -1.68408  0.091
H23 9.46174 4.32576 -1.31968  0.107
H24 5.69232 1.48708 0.19480  0.114
H25 3.80248 -0.09712 0.59787  0.127
H26 1.04320 2.58400 -0.85179  0.056
H27 2.78572 4.25799 -1.34017  0.114

**Net charge**: -2
**M**: 1248.13 g/mol
**Frontier orbital gap**: 0.2438 Ha
**Energy above the lowest of the compared OMol25 structures with the same formula, charge and spin**: 0.0 kcal/mol

Entry 2:
C35H27AuF6N2O6S2 | ωB97M-V with the def2-TZVPD basis set

Last column: Löwdin charge in e.
CARTESIAN COORDINATES (ANGSTROEM)
Au1 0.37590 0.23173 -1.38321  1.189
O1 -1.29756 -0.88802 -0.81046  -0.210
C1 -1.13701 -2.25930 -0.56981  -0.452
C2 0.31905 -2.57292 -0.11670  -0.052
C3 0.85560 -1.65858 0.93753  -0.225
C4 1.19957 -2.08027 2.21070  0.002
C5 1.67816 -1.15808 3.12608  -0.014
C6 1.79445 0.16983 2.76232  0.012
C7 1.45030 0.55155 1.47364  -0.222
C8 1.48289 1.98161 1.02546  -0.050
C9 0.05462 2.50261 0.71952  -0.449
O2 -0.36548 2.04733 -0.53739  -0.101
C10 -0.85493 2.07197 1.86431  -0.183
C11 -1.79246 1.06379 1.71008  -0.009
C12 -2.51663 0.60815 2.80767  -0.054
C13 -2.31605 1.16638 4.05924  -0.084
C14 -1.39047 2.19269 4.21373  -0.076
C15 -0.66421 2.63978 3.12351  -0.038
C16 0.02593 4.02206 0.52927  -0.146
C17 -1.20929 4.66224 0.57850  -0.017
C18 -1.30053 6.02614 0.35874  -0.070
C19 -0.15667 6.76349 0.08362  -0.084
C20 1.07294 6.12702 0.01894  -0.064
C21 1.16551 4.75856 0.23198  -0.020
N1 1.02755 -0.37341 0.60923  0.107
C22 -2.19456 -2.58580 0.48429  -0.144
C23 -1.94828 -3.30169 1.64479  -0.031
C24 -2.97069 -3.55220 2.55506  -0.075
C25 -4.25119 -3.08966 2.30919  -0.093
C26 -4.50953 -2.37835 1.14176  -0.075
C27 -3.49132 -2.13091 0.23984  -0.018
C28 -1.39326 -3.09901 -1.82253  -0.162
C29 -1.41967 -4.48836 -1.73301  -0.028
C30 -1.60991 -5.26406 -2.86424  -0.076
C31 -1.78465 -4.65742 -4.10158  -0.088
C32 -1.77294 -3.27516 -4.19349  -0.067
C33 -1.57821 -2.49928 -3.05789  -0.034
H1 0.38783 -3.60851 0.21240  0.124
H2 0.94110 -2.48875 -1.01156  0.105
H3 1.09150 -3.12181 2.47777  0.116
H4 1.94388 -1.47409 4.12577  0.118
H5 2.13057 0.91927 3.46397  0.124
H6 1.92311 2.58881 1.81608  0.134
H7 2.10129 2.08438 0.13042  0.086
H8 -1.94247 0.61409 0.73920  0.092
H9 -3.23319 -0.19208 2.67504  0.093
H10 -2.88044 0.81125 4.91157  0.100
H11 -1.23879 2.64715 5.18429  0.102
H12 0.04798 3.44802 3.24735  0.125
H13 -2.09925 4.08686 0.79968  0.125
H14 -2.26519 6.51371 0.40208  0.104
H15 -0.22514 7.83020 -0.08401  0.102
H16 1.96637 6.69178 -0.21029  0.106
H17 2.12847 4.27785 0.14010  0.090
H18 -0.95940 -3.68422 1.85972  0.090
H19 -2.75867 -4.11227 3.45622  0.103
H20 -5.04619 -3.28594 3.01602  0.102
H21 -5.50873 -2.01866 0.93514  0.106
H22 -3.69213 -1.58197 -0.67055  0.126
H23 -1.30935 -4.96988 -0.76800  0.116
H24 -1.62853 -6.34272 -2.78023  0.102
H25 -1.93371 -5.26111 -4.98673  0.101
H26 -1.91251 -2.79371 -5.15225  0.106
H27 -1.57748 -1.42047 -3.13354  0.103
F1 3.53398 -3.01143 -2.84896  0.154
C34 3.77034 -1.79999 -2.35600  -0.680
F2 3.52776 -1.82528 -1.04308  0.133
F3 5.04392 -1.49020 -2.55042  0.156
S1 2.67282 -0.57506 -3.20185  0.613
O3 1.34791 -1.17832 -3.06441  -0.354
O4 3.21446 -0.38218 -4.50410  -0.233
N2 2.71224 0.66975 -2.19058  -0.342
S2 3.28931 2.12150 -2.64924  0.617
O5 2.91476 2.48921 -3.97274  -0.242
O6 3.05259 2.99997 -1.54385  -0.286
C35 5.13240 1.91294 -2.63768  -0.684
F4 5.68050 3.12379 -2.66646  0.151
F5 5.51248 1.29809 -1.51840  0.138
F6 5.56665 1.21560 -3.67657  0.154

**Net charge**: 0
**M**: 946.70 g/mol
**Frontier orbital gap (alpha / beta)**: 0.3256 / 0.2328 Ha
**<S²>**: 2.020
**Spin multiplicity**: 3

Entry 3:
C35H27CrF5N5O3 | ωB97M-V with the def2-TZVPD basis set

Last column: Löwdin charge in e.
CARTESIAN COORDINATES (ANGSTROEM)
Cr1 0.32799 0.40420 0.39631  0.994
O1 -0.27565 0.11083 2.20668  -0.156
C1 -1.04113 -0.81480 2.70984  -0.334
C2 -1.93522 -0.50496 3.75636  0.001
C3 -2.73721 -1.48099 4.30224  -0.070
C4 -2.68257 -2.81362 3.85472  -0.094
C5 -1.80952 -3.13897 2.84794  -0.044
C6 -0.99269 -2.15824 2.26056  -0.164
C7 -0.04450 -2.50338 1.25095  -0.075
N1 0.56885 -1.64940 0.52018  -0.060
C8 1.67414 -2.09937 -0.32338  -0.177
C9 2.88913 -1.31310 0.15189  -0.166
N2 2.42913 0.06932 0.33059  -0.035
C10 3.27836 1.01127 0.49063  -0.057
C11 2.90492 2.40338 0.54330  -0.145
C12 3.73654 3.34881 1.16263  -0.044
C13 3.37845 4.67372 1.20922  -0.092
C14 2.21010 5.08311 0.55034  -0.066
C15 1.41045 4.18153 -0.11508  0.003
C16 1.70228 2.80727 -0.08420  -0.318
O2 0.87394 1.93972 -0.64454  -0.181
H1 -1.97814 0.52406 4.09315  0.120
H2 -3.42906 -1.21623 5.09466  0.107
H3 -3.31288 -3.57036 4.30490  0.100
H4 -1.75768 -4.15802 2.47346  0.116
H5 0.19144 -3.56248 1.12942  0.142
H6 1.45726 -1.84952 -1.36566  0.125
H7 1.84222 -3.17305 -0.24566  0.120
H8 3.70219 -1.37572 -0.57098  0.125
H9 3.23535 -1.71116 1.10710  0.130
H10 4.34410 0.77256 0.54599  0.146
H11 4.65446 3.00767 1.63360  0.114
H12 3.98892 5.39262 1.73966  0.100
H13 1.93041 6.13010 0.56363  0.107
H14 0.52058 4.49458 -0.64646  0.123
F1 -1.65488 0.77629 -2.01676  0.066
C17 -2.11390 1.52061 -0.98584  -0.257
C18 -1.44424 1.49517 0.22575  -0.073
C19 -1.89749 2.41894 1.15201  -0.226
F2 -1.23624 2.63314 2.30511  0.077
C20 -3.02407 3.20176 0.95730  -0.150
F3 -3.45648 4.03706 1.90760  0.112
C21 -3.70409 3.12297 -0.23764  -0.149
F4 -4.80557 3.84836 -0.43922  0.118
C22 -3.21985 2.30191 -1.23638  -0.151
F5 -3.83771 2.28269 -2.42727  0.100
C23 -5.97591 -1.00036 -5.91776  -0.052
C24 -6.34670 -1.28505 -4.48347  -0.277
C25 -5.90458 -0.47442 -3.44483  -0.023
C26 -6.27084 -0.71474 -2.12671  -0.017
C27 -7.08376 -1.79689 -1.81992  -0.270
N3 -7.53150 -2.08967 -0.50576  0.137
C28 -7.03179 -1.75288 0.73236  -0.525
O3 -7.76265 -1.69577 1.70549  0.061
N4 -5.67740 -1.50510 0.86824  0.151
C29 -4.57281 -1.90868 0.09866  -0.222
C30 -4.58475 -2.97672 -0.78705  -0.012
C31 -3.43935 -3.24357 -1.51800  -0.042
C32 -2.31263 -2.46195 -1.32016  -0.137
N5 -2.26899 -1.47743 -0.42222  0.076
C33 -3.37830 -1.21200 0.25873  -0.071
C34 -7.52836 -2.62130 -2.84890  -0.031
C35 -7.16686 -2.36380 -4.16090  -0.045
H15 -5.48058 -0.03356 -6.01084  0.075
H16 -6.86358 -0.99247 -6.55312  0.079
H17 -5.30011 -1.76509 -6.30876  0.080
H18 -5.27575 0.37967 -3.66353  0.106
H19 -5.93449 -0.04292 -1.34530  0.119
H20 -8.48437 -2.40316 -0.43353  0.148
H21 -5.46735 -1.05640 1.74524  0.149
H22 -5.46510 -3.59692 -0.89555  0.119
H23 -3.42113 -4.05581 -2.23394  0.107
H24 -1.40489 -2.63740 -1.89318  0.107
H25 -3.31982 -0.40645 0.99104  0.123
H26 -8.16734 -3.46751 -2.61594  0.114
H27 -7.53561 -3.01163 -4.95076  0.114

**Net charge**: 0
**M**: 712.62 g/mol
**Frontier orbital gap (alpha / beta)**: 0.2896 / 0.2896 Ha
**<S²>**: 3.796
**Energy above the lowest of the compared OMol25 structures with the same formula, charge and spin**: 46.6 kcal/mol
**Spin multiplicity**: 4

Question: Which value of net charge does entry 3 give?
Answer: 0

Question: Which value of M does entry 2 give?
Answer: 946.70 g/mol